# C4H8N2O

A structure of composition C4H8N2O (ωB97M-V/def2-TZVPD, OMol25).

```
15
Properties=species:S:1:pos:R:3
O -0.038 1.303 2.132
N -1.839 1.379 0.644
N -0.646 -1.565 -1.051
C 1.702 -0.247 0.228
C 0.505 0.459 -0.363
C -0.688 1.210 1.120
C -0.445 -0.247 -1.103
H -2.522 1.271 1.396
H -0.095 -2.120 -0.409
H 2.472 -0.426 -0.528
H 2.141 0.376 1.006
H 0.755 1.418 -0.815
H -1.190 0.306 -1.662
H -1.548 -1.934 -1.318
H 1.437 -1.184 0.724
```

Properties
HOMO energy ... -8.44 eV
Total charge ... 0
Relative energy (zero: lowest compared OMol25 entry of this formula, charge and spin) ... 62.3 kcal/mol
Energy ... -341.90435 Eh
Multiplicity ... 1
LUMO energy ... 0.31 eV

# C3H2ClFO2

An isolated molecule of C3H2ClFO2 (ωB97M-V/def2-TZVPD, OMol25).

```
9
Properties=species:S:1:pos:R:3
Cl 2.231 1.448 0.442
F -2.333 2.070 0.254
O 0.155 -0.368 0.140
O 0.057 1.497 -1.104
C 0.865 0.585 -0.587
C -1.226 1.375 0.071
C -0.958 0.193 0.637
H 1.435 0.016 -1.388
H -1.566 -0.216 1.311
```

Properties
HOMO energy ... -9.72 eV
Total charge ... 0
SMILES string ... FC1=CO[C@H](Cl)O1
Relative energy (zero: lowest compared OMol25 entry of this formula, charge and spin) ... 65.0 kcal/mol
Energy ... -825.93657 Eh
Multiplicity ... 1
LUMO energy ... 0.15 eV

# C20H70N16O15

A cluster of 15 separate species, C20H70N16O15 in total (ωB97M-V/def2-TZVPD, OMol25).

```
121
Properties=species:S:1:pos:R:3
O 0.472 1.954 4.192
O -0.673 3.258 0.516
O 3.845 1.198 -1.246
O 2.509 -4.530 1.982
O 3.041 -2.108 -2.224
O -3.197 -1.905 1.453
O -1.012 -3.439 -1.110
O -3.356 2.820 -2.136
O -1.337 -2.977 -6.549
O 0.904 0.886 0.970
O 2.149 2.114 -3.530
O 2.645 3.256 1.741
O -0.348 -2.919 1.338
O -2.579 -0.469 -2.725
O 3.777 -2.038 3.633
N -1.338 0.880 5.390
N -0.827 -2.988 -4.270
N 1.994 -0.393 3.302
N 4.109 0.287 3.563
N -4.632 1.268 -0.989
N -3.358 0.423 2.033
N 0.809 -2.846 3.349
N -0.917 0.440 3.269
N 3.893 0.915 1.091
N 5.008 -0.436 -0.062
N -2.751 -2.278 -4.871
N -5.020 -0.503 1.151
N -1.259 -2.148 3.412
N -3.218 2.281 0.162
N 2.436 -3.739 -0.195
N 3.907 -2.744 1.025
C -3.803 -0.682 1.530
C -0.570 1.102 4.375
C -1.572 5.195 1.891
C -0.539 -0.115 -0.439
C -0.744 3.915 1.816
C -2.223 0.903 -4.649
C 0.948 0.091 -0.145
C 3.251 4.405 1.159
C -0.287 -2.634 2.684
C -1.620 -2.780 -5.272
C 2.941 -3.641 0.978
C 0.982 2.833 -3.294
C -2.588 -5.075 -2.203
C -1.606 0.307 -3.429
C -2.336 -3.776 -1.542
C -3.693 2.106 -1.039
C 1.836 -1.812 -2.907
C 4.269 0.595 -0.087
C 3.252 -0.705 3.508
C 2.787 4.451 -0.326
H 1.479 -3.355 2.819
H 2.784 3.472 -0.876
H 1.577 -4.238 -0.212
H 1.447 0.361 3.544
H 5.572 -0.718 0.769
H -1.181 -0.521 0.412
H 1.437 0.684 -0.920
H -3.369 0.094 -2.746
H 1.378 -1.339 3.178
H -3.617 -4.985 -2.539
H 3.308 1.768 1.231
H -1.239 1.343 6.346
H 2.978 3.272 2.666
H 0.386 2.520 -2.426
H 0.865 -3.015 4.422
H -3.946 1.245 2.393
H -2.533 -5.923 -1.587
H -1.139 -1.935 4.426
H 0.335 2.798 -4.203
H -2.942 -3.670 -0.669
H -1.041 -2.842 -3.295
H 3.644 -1.393 -2.412
H 3.400 5.084 -0.836
H -1.739 5.623 2.892
H 1.722 4.886 -0.304
H 1.484 -0.797 -2.720
H 2.967 5.297 1.785
H -1.112 1.036 -2.832
H -1.250 -0.595 3.394
H -2.890 0.197 -5.163
H 2.656 -3.149 -0.993
H -1.127 0.730 -0.728
H -5.558 -1.314 0.718
H -1.447 1.353 -5.304
H -2.548 5.094 1.423
H 1.744 0.759 1.420
H -2.692 -3.002 -2.180
H 4.308 -2.560 1.929
H -2.187 -2.209 2.910
H -0.473 0.676 2.358
H 4.098 -2.022 0.294
H -0.996 5.819 1.214
H 0.029 -3.449 -4.406
H -0.882 -3.354 -0.186
H 4.931 -0.119 3.966
H -2.330 2.855 0.289
H -2.301 0.590 5.133
H 2.541 1.969 -2.691
H 2.143 -2.020 -3.955
H -0.593 -0.810 -1.318
H -0.782 -0.363 -3.775
H -2.937 1.778 -4.443
H -3.235 1.492 0.839
H -1.952 -5.246 -3.065
H -4.781 0.551 -0.286
H -2.466 0.300 2.408
H -5.036 1.120 -1.939
H 0.138 2.689 0.646
H -2.891 -1.702 -3.948
H 5.465 -0.889 -0.872
H 0.264 4.189 2.194
H -5.504 0.458 1.327
H 4.042 0.388 2.046
H -3.329 -2.133 -5.693
H 3.870 1.212 3.897
H 1.478 -0.868 -0.107
H 1.012 -2.507 -2.591
H 1.080 3.837 -3.005
H -1.233 3.152 2.432
H 4.357 4.157 1.233
```

Properties
HOMO energy ... -8.44 eV
Total charge ... 0
Relative energy (zero: lowest compared OMol25 entry of this formula, charge and spin) ... 41.2 kcal/mol
Energy ... -2808.54169 Eh
Multiplicity ... 1
LUMO energy ... -0.88 eV

# C16H18FNO3S

An isolated molecule of C16H18FNO3S (ωB97M-V/def2-TZVPD, OMol25).

```
40
Properties=species:S:1:pos:R:3
S 1.680 2.532 0.428
F 3.444 -3.757 0.409
O -2.978 -1.089 0.519
O 1.513 3.702 -0.385
O 2.055 2.707 1.797
N 2.886 1.655 -0.366
C 3.617 -1.892 -1.022
C 2.909 -1.626 1.272
C 0.252 1.460 0.356
C -4.645 -0.444 -1.151
C -1.393 0.200 -0.810
C -1.942 -0.290 2.903
C -1.361 0.187 1.611
C 3.472 -0.531 -1.218
C 0.264 1.501 -2.163
C 3.321 -2.424 0.219
C -0.276 1.037 1.564
C -0.295 1.055 -0.849
C -3.697 -1.515 -0.623
C 2.776 -0.266 1.073
C -1.929 -0.242 0.394
C 3.045 0.292 -0.176
H 0.655 2.512 -2.079
H 3.079 2.004 -1.291
H -1.876 -1.375 2.963
H 2.485 0.383 1.881
H -5.205 -0.835 -1.996
H -4.271 -2.377 -0.271
H 0.183 1.397 2.471
H -1.818 -0.116 -1.749
H -4.098 0.441 -1.467
H -2.997 -0.027 2.958
H 1.070 0.834 -2.471
H -5.343 -0.153 -0.370
H 3.949 -2.538 -1.819
H -3.012 -1.857 -1.408
H -1.418 0.149 3.746
H 2.702 -2.071 2.232
H -0.503 1.477 -2.933
H 3.701 -0.100 -2.181
```

Properties
HOMO energy ... -8.57 eV
Total charge ... 0
SMILES string ... CCOc1cc(C)c(S(=O)(=O)Nc2ccc(F)cc2)cc1C
Energy ... -1399.01758 Eh
Multiplicity ... 1
LUMO energy ... 0.61 eV